# 1
The following is a DFT calculation (ωB97M-V/def2-TZVPD) of a 2-piece molecular cluster, C4H13NO overall at a distorted geometry.

```
! RIJCOSX wB97M-V def2-TZVPD def2/J DEFGRID3
* xyz 0 1
C 1.324 -0.103 -0.602
C 0.332 0.976 -0.236
C 0.795 1.971 0.896
C -1.061 0.489 0.001
N -1.729 -0.061 -1.285
H 2.267 -0.132 -0.050
H 0.879 -1.096 -0.444
H 1.565 -0.186 -1.665
H 0.323 1.742 -1.013
H 0.333 2.951 0.891
H 1.852 2.114 0.653
H 0.818 1.459 1.856
H -1.222 -0.280 0.751
H -1.701 1.342 0.233
H -1.895 -1.054 -1.151
H -2.675 0.241 -1.078
O -0.335 -3.246 0.950
H -0.348 -4.189 0.759
H 0.477 -2.937 0.535
*
```

Values from the calculation:
SMILES string: CC(C)CN.O
Orbital gap: 10.41 eV
Relative energy (zero: lowest compared OMol25 entry of this formula, charge and spin): 97.54 kJ/mol

Here is what Löwdin gives for the atomic charges, in e: atom 1 (C): -0.071, atom 2 (C): -0.437, atom 3 (C): -0.073, atom 4 (C): -0.242, atom 5 (N): -0.002, atom 6 (H): 0.077, atom 7 (H): 0.048, atom 8 (H): 0.080, atom 9 (H): 0.124, atom 10 (H): 0.070, atom 11 (H): 0.067, atom 12 (H): 0.072, atom 13 (H): 0.108, atom 14 (H): 0.106, atom 15 (H): 0.042, atom 16 (H): 0.042, atom 17 (O): -0.061, atom 18 (H): 0.036, atom 19 (H): 0.015

# 2
The following is a DFT calculation (ωB97M-V/def2-TZVPD) of a 2-piece molecular cluster, C4H13NO overall at a distorted geometry.

```
! RIJCOSX wB97M-V def2-TZVPD def2/J DEFGRID3
* xyz 0 1
C -1.336 0.286 1.269
C -1.881 0.419 -0.170
C -0.740 -0.343 -0.943
N 0.742 0.132 -0.616
C 1.439 0.261 -1.901
H -0.601 -0.595 1.235
H -2.029 -0.127 1.946
H -1.035 1.328 1.657
H -2.059 1.462 -0.458
H -2.795 -0.292 -0.453
H -1.001 -0.156 -2.009
H -0.700 -1.389 -0.619
H 1.244 -0.646 -0.073
H 0.940 1.064 -2.458
H 1.308 -0.610 -2.543
H 2.507 0.545 -1.783
O 2.350 -0.549 2.546
H 1.495 -1.139 2.496
H 2.152 0.349 2.876
*
```

Values from the calculation:
SMILES string: CCCNC.O
Orbital gap: 9.60 eV
Relative energy (zero: lowest compared OMol25 entry of this formula, charge and spin): 219.82 kJ/mol

Here is what Löwdin gives for the atomic charges, in e: atom 1 (C): -0.143, atom 2 (C): -0.239, atom 3 (C): -0.239, atom 4 (N): -0.136, atom 5 (C): -0.186, atom 6 (H): 0.063, atom 7 (H): 0.031, atom 8 (H): 0.106, atom 9 (H): 0.094, atom 10 (H): 0.138, atom 11 (H): 0.101, atom 12 (H): 0.100, atom 13 (H): 0.099, atom 14 (H): 0.070, atom 15 (H): 0.062, atom 16 (H): 0.082, atom 17 (O): -0.122, atom 18 (H): 0.083, atom 19 (H): 0.038

# 3
The following is a DFT calculation (ωB97M-V/def2-TZVPD) of a 2-piece molecular cluster, C4H13NO overall at a distorted geometry.

```
! RIJCOSX wB97M-V def2-TZVPD def2/J DEFGRID3
* xyz 0 1
C 0.266 1.780 -1.585
C -0.811 1.362 -0.564
N -0.445 0.023 -0.089
C -1.383 -0.547 0.856
C -0.625 -1.850 1.402
H -0.309 2.298 -2.415
H 0.946 2.483 -1.138
H 0.770 0.960 -1.912
H -1.909 1.145 -1.082
H -0.782 2.151 0.301
H 0.507 -0.154 0.225
H -1.905 0.015 1.728
H -2.199 -0.972 0.243
H -1.397 -2.362 1.998
H 0.151 -1.544 2.120
H -0.229 -2.394 0.544
O 2.454 -0.613 0.069
H 2.597 0.002 -0.647
H 2.560 -1.352 -0.545
*
```

Values from the calculation:
SMILES string: CCNCC.O
Orbital gap: 9.09 eV
Relative energy (zero: lowest compared OMol25 entry of this formula, charge and spin): 171.58 kJ/mol

Here is what Löwdin gives for the atomic charges, in e: atom 1 (C): -0.111, atom 2 (C): -0.287, atom 3 (N): -0.151, atom 4 (C): -0.306, atom 5 (C): -0.101, atom 6 (H): 0.090, atom 7 (H): 0.060, atom 8 (H): 0.014, atom 9 (H): 0.158, atom 10 (H): 0.126, atom 11 (H): 0.056, atom 12 (H): 0.127, atom 13 (H): 0.094, atom 14 (H): 0.060, atom 15 (H): 0.065, atom 16 (H): 0.065, atom 17 (O): -0.047, atom 18 (H): 0.030, atom 19 (H): 0.059

# 4
The following is a DFT calculation (ωB97M-V/def2-TZVPD) of a 3-piece molecular cluster, C4H13NO2 overall at a distorted geometry.

```
! RIJCOSX wB97M-V def2-TZVPD def2/J DEFGRID3
* xyz -1 2
C 1.403 0.243 -2.134
N 0.006 0.155 -2.603
C -0.861 1.052 -1.839
C -0.015 1.383 -0.631
C 1.385 1.503 -1.253
H 2.032 0.314 -2.998
H 1.686 -0.572 -1.457
H -0.279 -0.781 -2.824
H -1.798 0.554 -1.582
H -1.028 1.974 -2.407
H -0.225 2.287 -0.050
H 0.020 0.583 0.123
H 2.150 1.451 -0.476
H 1.527 2.394 -1.855
H -3.169 -3.685 2.249
H -2.368 -4.747 2.936
O -3.242 -4.604 2.546
H 0.431 -0.429 4.918
H 1.422 0.527 4.259
O 0.922 0.399 5.077
*
```

Values from the calculation:
Orbital gap (spin up / spin down): 2.66 / 9.24 eV
Relative energy (zero: lowest compared OMol25 entry of this formula, charge and spin): 18.34 kJ/mol
Expectation value of S²: 0.75

Here is what Löwdin gives for the atomic charges, in e: atom 1 (C): -0.251, atom 2 (N): -0.088, atom 3 (C): -0.254, atom 4 (C): -0.256, atom 5 (C): -0.212, atom 6 (H): 0.084, atom 7 (H): 0.092, atom 8 (H): 0.082, atom 9 (H): 0.094, atom 10 (H): 0.097, atom 11 (H): 0.094, atom 12 (H): 0.067, atom 13 (H): 0.085, atom 14 (H): 0.097, atom 15 (H): -0.029, atom 16 (H): -0.009, atom 17 (O): -0.281, atom 18 (H): -0.057, atom 19 (H): -0.034, atom 20 (O): -0.322

# 5
The following is a DFT calculation (ωB97M-V/def2-TZVPD) of a 3-piece molecular cluster, C4H13NO2 overall.

```
! RIJCOSX wB97M-V def2-TZVPD def2/J DEFGRID3
* xyz 0 1
C 0.296 0.312 -1.184
C 0.365 0.962 0.203
C -0.977 1.661 0.283
N -1.933 0.697 -0.306
C -1.196 -0.070 -1.322
H 0.960 -0.546 -1.240
H 0.532 1.056 -1.947
H 1.235 1.613 0.281
H 0.459 0.205 0.978
H -1.320 1.930 1.281
H -0.966 2.573 -0.309
H -2.200 0.078 0.449
H -1.561 0.213 -2.307
H -1.362 -1.132 -1.184
O -1.908 -2.550 1.049
H -2.423 -2.392 1.849
H -1.006 -2.333 1.304
O 4.149 -1.084 0.817
H 5.002 -0.761 1.132
H 3.854 -0.432 0.175
*
```

Values from the calculation:
SMILES string: C1CCNC1.O.O
Orbital gap: 9.36 eV
Relative energy (zero: lowest compared OMol25 entry of this formula, charge and spin): 57.81 kJ/mol

Here is what Löwdin gives for the atomic charges, in e: atom 1 (C): -0.181, atom 2 (C): -0.206, atom 3 (C): -0.229, atom 4 (N): -0.064, atom 5 (C): -0.218, atom 6 (H): 0.097, atom 7 (H): 0.104, atom 8 (H): 0.101, atom 9 (H): 0.100, atom 10 (H): 0.108, atom 11 (H): 0.106, atom 12 (H): 0.073, atom 13 (H): 0.097, atom 14 (H): 0.092, atom 15 (O): -0.053, atom 16 (H): 0.041, atom 17 (H): 0.035, atom 18 (O): -0.064, atom 19 (H): 0.036, atom 20 (H): 0.024

# 6
The following is a DFT calculation (ωB97M-V/def2-TZVPD) of a 3-piece molecular cluster, C4H13NO2 overall at a distorted geometry.

```
! RIJCOSX wB97M-V def2-TZVPD def2/J DEFGRID3
* xyz 0 1
C 0.658 2.756 -0.108
C 0.434 1.812 0.860
N 0.465 0.466 0.637
C -0.389 -0.318 1.485
C -1.880 0.017 1.450
H -0.070 3.557 -0.240
H 1.056 2.330 -1.028
H -0.078 2.012 1.788
H 0.758 0.217 -0.295
H -0.017 -0.440 2.531
H -0.323 -1.402 1.244
H -2.624 -0.710 1.783
H -2.050 0.498 0.476
H -2.054 0.892 2.094
O -0.696 -0.481 -1.923
H -1.108 -0.828 -1.131
H -0.722 -1.136 -2.622
O 1.538 -3.059 -1.583
H 1.952 -2.222 -1.803
H 2.208 -3.637 -1.234
*
```

Values from the calculation:
SMILES string: C=CNCC.O.O
Orbital gap: 8.09 eV
Relative energy (zero: lowest compared OMol25 entry of this formula, charge and spin): 209.87 kJ/mol

Here is what Löwdin gives for the atomic charges, in e: atom 1 (C): -0.034, atom 2 (C): -0.241, atom 3 (N): -0.056, atom 4 (C): -0.300, atom 5 (C): -0.100, atom 6 (H): 0.040, atom 7 (H): 0.031, atom 8 (H): 0.101, atom 9 (H): 0.101, atom 10 (H): 0.118, atom 11 (H): 0.113, atom 12 (H): 0.075, atom 13 (H): 0.076, atom 14 (H): 0.063, atom 15 (O): -0.047, atom 16 (H): 0.016, atom 17 (H): 0.044, atom 18 (O): -0.055, atom 19 (H): 0.029, atom 20 (H): 0.025